This record from the OMol25 dataset describes an isolated molecule of C20H27N3O4S in a non-equilibrium geometry. The level of theory is ωB97M-V with the def2-TZVPD basis set.

## Properties
LUMO energy = 0.46 eV
SMILES = CCOC(=O)CCSc1nc(N2CCOCC2)c2c(c1C#N)CC(C)(C)OC2
E_tot = -1641.74382 Eh
Total charge = 0
Frontier orbital gap = 0.3167 Eh
Relative energy (zero: lowest compared OMol25 entry of this formula, charge and spin) = 1.269 eV

Last columns: bonded neighbours and bond lengths (Å).
Cartesian coordinates (Å):
1 C -6.75 -0.09 0.76  C2 1.521, H29 1.087, H30 1.086, H31 1.087
2 C -6.45 -0.49 -0.67  C1 1.521, O3 1.431, H32 1.092, H33 1.095
3 O -5.23 -1.23 -0.76  C2 1.431, C4 1.331
4 C -4.09 -0.54 -0.81  O3 1.331, O5 1.204, C6 1.514
5 O -4.03 0.66 -0.82  C4 1.204
6 C -2.90 -1.47 -0.82  C4 1.514, C7 1.526, H34 1.090, H35 1.091
7 C -2.49 -1.77 0.62  C6 1.526, S8 1.821, H36 1.089, H37 1.089
8 S -0.98 -2.78 0.67  C7 1.821, C9 1.759
9 C 0.24 -1.54 0.43  S8 1.759, N10 1.315, C20 1.398
10 N -0.14 -0.28 0.45  C9 1.315, C11 1.335
11 C 0.73 0.71 0.29  N10 1.335, N12 1.369, C18 1.418
12 N 0.19 1.97 0.31  C11 1.369, C13 1.450, C17 1.454
13 C 0.75 3.09 1.03  N12 1.450, C14 1.532, H38 1.085, H39 1.101
14 C 0.34 4.39 0.33  C13 1.532, O15 1.405, H40 1.091, H41 1.101
15 O -1.06 4.52 0.27  C14 1.405, C16 1.411
16 C -1.62 3.41 -0.40  O15 1.411, C17 1.529, H42 1.090, H43 1.100
17 C -1.26 2.09 0.27  N12 1.454, C16 1.529, H44 1.087, H45 1.098
18 C 2.10 0.44 0.01  C11 1.418, C19 1.385, C28 1.508
19 C 2.51 -0.88 -0.02  C18 1.385, C20 1.408, C23 1.500
20 C 1.58 -1.91 0.22  C9 1.398, C19 1.408, C21 1.405
21 C 1.97 -3.26 0.22  C20 1.405, N22 1.148
22 N 2.30 -4.36 0.22  C21 1.148
23 C 3.91 -1.26 -0.40  C19 1.500, C24 1.535, H46 1.092, H47 1.095
24 C 4.86 -0.07 -0.40  C23 1.535, C25 1.528, C26 1.534, O27 1.426
25 C 6.09 -0.36 -1.27  C24 1.528, H48 1.086, H49 1.086, H50 1.086
26 C 5.30 0.26 1.03  C24 1.534, H51 1.086, H52 1.088, H53 1.088
27 O 4.22 1.04 -1.03  C24 1.426, C28 1.403
28 C 3.09 1.52 -0.35  C18 1.508, O27 1.403, H54 1.094, H55 1.104
29 H -5.98 0.59 1.13  C1 1.087
30 H -7.71 0.42 0.81  C1 1.086
31 H -6.78 -0.97 1.40  C1 1.087
32 H -7.22 -1.16 -1.06  C2 1.092
33 H -6.37 0.40 -1.31  C2 1.095
34 H -3.15 -2.39 -1.34  C6 1.090
35 H -2.07 -0.97 -1.33  C6 1.091
36 H -3.26 -2.35 1.13  C7 1.089
37 H -2.28 -0.85 1.17  C7 1.089
38 H 1.83 3.03 1.10  C13 1.085
39 H 0.34 3.11 2.06  C13 1.101
40 H 0.71 5.26 0.88  C14 1.091
41 H 0.77 4.40 -0.69  C14 1.101
42 H -2.70 3.56 -0.39  C16 1.090
43 H -1.27 3.39 -1.45  C16 1.100
44 H -1.69 1.27 -0.30  C17 1.087
45 H -1.68 2.07 1.29  C17 1.098
46 H 4.27 -2.04 0.27  C23 1.092
47 H 3.87 -1.69 -1.41  C23 1.095
48 H 6.56 -1.28 -0.94  C25 1.086
49 H 6.80 0.46 -1.20  C25 1.086
50 H 5.79 -0.46 -2.31  C25 1.086
51 H 5.99 -0.51 1.37  C26 1.086
52 H 5.81 1.22 1.06  C26 1.088
53 H 4.46 0.28 1.71  C26 1.088
54 H 2.63 2.24 -1.02  C28 1.094
55 H 3.42 2.05 0.56  C28 1.104

This record from the OMol25 dataset describes an isolated molecule of C20H27N3O5S. The level of theory is ωB97M-V with the def2-TZVPD basis set.

## Properties
LUMO energy = 0.41 eV
SMILES = CCOC(=O)N1CCC(n2c(=S)[nH]c3cc(OCC)c(OCC)cc3c2=O)CC1
E_tot = -1717.03801 Eh
Total charge = 0
Frontier orbital gap = 0.3069 Eh
Relative energy (zero: lowest compared OMol25 entry of this formula, charge and spin) = 1.682 eV

Last columns: bonded neighbours and bond lengths (Å).
Cartesian coordinates (Å):
1 C -7.28 -2.12 -0.38  C2 1.522, H30 1.087, H31 1.088, H32 1.086
2 C -7.57 -0.67 -0.75  C1 1.522, O3 1.425, H33 1.092, H34 1.095
3 O -6.37 0.10 -0.84  C2 1.425, C4 1.354
4 C -5.86 0.53 0.33  O3 1.354, O5 1.209, N6 1.354
5 O -6.39 0.36 1.40  C4 1.209
6 N -4.71 1.23 0.16  C4 1.354, C7 1.444, C29 1.446
7 C -4.00 1.33 -1.09  N6 1.444, C8 1.531, H35 1.088, H36 1.097
8 C -2.74 0.46 -1.06  C7 1.531, C9 1.529, H37 1.089, H38 1.091
9 C -1.89 0.90 0.13  C8 1.529, N10 1.468, C28 1.529, H39 1.097
10 N -0.58 0.23 0.19  C9 1.468, C11 1.366, C26 1.406
11 C -0.47 -1.13 0.35  N10 1.366, S12 1.652, N13 1.361
12 S -1.73 -2.19 0.48  C11 1.652
13 N 0.77 -1.66 0.40  C11 1.361, C14 1.370, H40 1.012
14 C 1.94 -0.95 0.31  N13 1.370, C15 1.395, C25 1.391
15 C 3.19 -1.56 0.37  C14 1.395, C16 1.383, H41 1.078
16 C 4.34 -0.81 0.28  C15 1.383, O17 1.346, C20 1.428
17 O 5.60 -1.28 0.35  C16 1.346, C18 1.415
18 C 5.84 -2.67 0.44  O17 1.415, C19 1.526, H42 1.093, H43 1.097
19 C 5.68 -3.38 -0.90  C18 1.526, H44 1.087, H45 1.086, H46 1.087
20 C 4.25 0.61 0.11  C16 1.428, O21 1.352, C24 1.376
21 O 5.43 1.25 0.03  C20 1.352, C22 1.416
22 C 5.43 2.66 -0.12  O21 1.416, C23 1.520, H47 1.098, H48 1.098
23 C 6.88 3.12 -0.16  C22 1.520, H49 1.086, H50 1.086, H51 1.086
24 C 3.01 1.20 0.05  C20 1.376, C25 1.400, H52 1.077
25 C 1.84 0.43 0.14  C14 1.391, C24 1.400, C26 1.456
26 C 0.54 1.07 0.07  N10 1.406, C25 1.456, O27 1.214
27 O 0.39 2.27 -0.08  C26 1.214
28 C -2.68 0.76 1.44  C9 1.529, C29 1.530, H53 1.089, H54 1.091
29 C -3.94 1.62 1.32  N6 1.446, C28 1.530, H55 1.091, H56 1.096
30 H -6.84 -2.17 0.61  C1 1.087
31 H -6.60 -2.56 -1.10  C1 1.088
32 H -8.21 -2.68 -0.39  C1 1.086
33 H -8.03 -0.59 -1.73  C2 1.092
34 H -8.22 -0.21 0.01  C2 1.095
35 H -4.66 1.02 -1.90  C7 1.088
36 H -3.72 2.38 -1.24  C7 1.097
37 H -3.03 -0.58 -0.96  C8 1.089
38 H -2.18 0.59 -1.99  C8 1.091
39 H -1.63 1.95 0.00  C9 1.097
40 H 0.80 -2.67 0.52  N13 1.012
41 H 3.23 -2.63 0.51  C15 1.078
42 H 6.88 -2.74 0.78  C18 1.093
43 H 5.20 -3.13 1.21  C18 1.097
44 H 4.67 -3.30 -1.27  C19 1.087
45 H 5.93 -4.43 -0.79  C19 1.086
46 H 6.35 -2.93 -1.63  C19 1.087
47 H 4.91 2.94 -1.05  C22 1.098
48 H 4.91 3.13 0.73  C22 1.098
49 H 7.39 2.65 -1.00  C23 1.086
50 H 7.39 2.83 0.76  C23 1.086
51 H 6.92 4.20 -0.28  C23 1.086
52 H 2.88 2.26 -0.08  C24 1.077
53 H -2.97 -0.27 1.60  C28 1.089
54 H -2.08 1.10 2.28  C28 1.091
55 H -4.57 1.49 2.20  C29 1.091
56 H -3.67 2.68 1.22  C29 1.096

This record from the OMol25 dataset describes an isolated molecule of C20H27N5O2. The level of theory is ωB97M-V with the def2-TZVPD basis set.

## Properties
LUMO energy = 0.56 eV
SMILES = Cc1ccc(CN2CCNC(=O)[C@@H]2CC(=O)NCc2cc(C)n(C)n2)cc1
E_tot = -1202.61512 Eh
Total charge = 0
Frontier orbital gap = 0.3398 Eh
Relative energy (zero: lowest compared OMol25 entry of this formula, charge and spin) = 1.438 eV

Last columns: bonded neighbours and bond lengths (Å).
Cartesian coordinates (Å):
1 C 3.44 -5.54 -3.80  C2 1.498, H28 1.090, H29 1.087, H30 1.089
2 C 2.74 -4.54 -2.93  C1 1.498, C3 1.392, C27 1.387
3 C 2.28 -3.34 -3.47  C2 1.392, C4 1.380, H31 1.081
4 C 1.64 -2.41 -2.67  C3 1.380, C5 1.391, H32 1.079
5 C 1.44 -2.65 -1.32  C4 1.391, C6 1.504, C26 1.386
6 C 0.74 -1.62 -0.48  C5 1.504, N7 1.456, H33 1.095, H34 1.103
7 N -0.54 -1.26 -1.06  C6 1.456, C8 1.446, C13 1.452
8 C -1.45 -2.37 -1.24  N7 1.446, C9 1.533, H35 1.092, H36 1.091
9 C -1.95 -2.94 0.09  C8 1.533, N10 1.446, H37 1.098, H38 1.094
10 N -2.37 -1.86 0.95  C9 1.446, C11 1.342, H39 1.012
11 C -2.04 -0.56 0.82  N10 1.342, O12 1.224, C13 1.526
12 O -2.44 0.26 1.63  C11 1.224
13 C -1.21 -0.16 -0.39  N7 1.452, C11 1.526, C14 1.548, H40 1.096
14 C -2.10 0.61 -1.39  C13 1.548, C15 1.531, H41 1.090, H42 1.092
15 C -1.98 2.13 -1.25  C14 1.531, O16 1.215, N17 1.342
16 O -1.69 2.84 -2.20  C15 1.215
17 N -2.27 2.58 -0.02  C15 1.342, C18 1.445, H43 1.016
18 C -2.11 3.97 0.36  N17 1.445, C19 1.495, H44 1.093, H45 1.099
19 C -1.11 4.13 1.46  C18 1.495, C20 1.406, N25 1.323
20 C -0.80 3.23 2.49  C19 1.406, C21 1.379, H46 1.071
21 C 0.16 3.86 3.24  C20 1.379, C22 1.485, N23 1.353
22 C 0.89 3.42 4.46  C21 1.485, H47 1.090, H48 1.091, H49 1.086
23 N 0.38 5.06 2.66  C21 1.353, C24 1.432, N25 1.333
24 C 1.29 6.08 3.07  N23 1.432, H50 1.088, H51 1.092, H52 1.092
25 N -0.38 5.23 1.58  C19 1.323, N23 1.333
26 C 1.90 -3.84 -0.78  C5 1.386, C27 1.385, H53 1.082
27 C 2.54 -4.77 -1.58  C2 1.387, C26 1.385, H54 1.081
28 H 4.43 -5.17 -4.07  C1 1.090
29 H 3.55 -6.49 -3.29  C1 1.087
30 H 2.89 -5.70 -4.73  C1 1.089
31 H 2.42 -3.14 -4.52  C3 1.081
32 H 1.28 -1.48 -3.10  C4 1.079
33 H 1.34 -0.71 -0.46  C6 1.095
34 H 0.65 -1.98 0.56  C6 1.103
35 H -2.30 -2.02 -1.83  C8 1.092
36 H -0.94 -3.16 -1.81  C8 1.091
37 H -1.15 -3.52 0.58  C9 1.098
38 H -2.79 -3.62 -0.08  C9 1.094
39 H -2.92 -2.09 1.76  N10 1.012
40 H -0.43 0.53 -0.03  C13 1.096
41 H -1.78 0.35 -2.40  C14 1.090
42 H -3.15 0.33 -1.27  C14 1.092
43 H -2.45 1.92 0.72  N17 1.016
44 H -1.79 4.53 -0.52  C18 1.093
45 H -3.08 4.37 0.69  C18 1.099
46 H -1.23 2.26 2.66  C20 1.071
47 H 0.71 4.11 5.28  C22 1.090
48 H 1.97 3.39 4.28  C22 1.091
49 H 0.55 2.43 4.75  C22 1.086
50 H 1.20 6.90 2.36  C24 1.088
51 H 2.32 5.71 3.06  C24 1.092
52 H 1.05 6.44 4.07  C24 1.092
53 H 1.75 -4.05 0.27  C26 1.082
54 H 2.89 -5.70 -1.14  C27 1.081